<A>
{
  "formula": "C3H6N2S",
  "method": "ωB97M-V/def2-TZVPD",
  "species": ["C", "C", "N", "N", "C", "S", "H", "H", "H", "H", "H", "H"],
  "positions_angstrom": [[0.73856, 1.30056, 1.24637], [0.89514, 0.43936, 0.23075], [-0.14200, -0.30785, -0.34096], [0.16316, -1.52289, -0.90179], [-1.36017, -0.06518, -0.34209], [-2.83718, -0.35934, -1.14252], [1.58932, 1.48690, 2.01968], [-0.50763, 1.60236, 1.58931], [1.94726, 0.09782, -0.23104], [0.57321, -2.13177, -0.18933], [0.45318, -1.44587, -1.96369], [-1.51285, 0.90591, 0.02530]],
  "gap_ev": 8.1,
  "homo_energy_ev": -7.9
}

=====

<B>
{
  "formula": "C3H6N2S",
  "method": "ωB97M-V/def2-TZVPD",
  "species": ["N", "C", "C", "C", "N", "S", "H", "H", "H", "H", "H", "H"],
  "positions_angstrom": [[-0.11015, 2.08887, 0.74898], [0.95951, 1.33200, 0.89814], [1.17339, 0.03722, 0.46545], [0.13394, -0.83149, -0.13490], [0.36278, -2.16180, -0.06384], [-1.18160, -0.21449, -0.99389], [-0.91449, 1.61768, 0.32227], [-0.26624, 2.91774, 1.26117], [1.78398, 1.93216, 1.40549], [2.09972, -0.40559, 0.81002], [-0.20677, -2.74426, -0.64650], [1.04000, -2.60181, 0.58171]],
  "gap_ev": 8.8,
  "homo_energy_ev": -8.0
}

=====

Which structure is the least stable? The one labeled <A>.

=====

<A>
{
  "formula": "C5H6O",
  "method": "ωB97M-V/def2-TZVPD",
  "species": ["C", "C", "C", "C", "O", "C", "H", "H", "H", "H", "H", "H"],
  "positions_angstrom": [[1.36510, 0.51088, 0.97617], [0.14818, 0.32988, 0.15711], [-1.27106, 0.46277, 0.13386], [-1.67650, -0.52241, -0.71615], [-0.65453, -1.16019, -1.31614], [0.45933, -0.56337, -0.83596], [1.60203, 1.52726, 1.35642], [1.92511, -0.23410, 0.26067], [1.42777, -0.18314, 1.80970], [-1.92503, 1.13611, 0.67258], [-2.64642, -0.92181, -0.94133], [1.24602, -0.38189, -1.55693]],
  "gap_ev": 9.6,
  "homo_energy_ev": -8.5
}

=====

<B>
{
  "formula": "C5H6O",
  "method": "ωB97M-V/def2-TZVPD",
  "species": ["C", "C", "C", "C", "C", "O", "H", "H", "H", "H", "H", "H"],
  "positions_angstrom": [[2.47885, -0.29546, 0.22136], [1.08970, 0.15276, 0.30489], [-0.06540, 0.49379, 0.35350], [-1.51101, 0.66654, 0.22742], [-2.06287, -0.43358, -0.68183], [-3.23143, -0.56246, -0.93955], [3.13365, 0.30223, 0.86242], [2.84031, -0.21986, -0.80944], [2.55667, -1.34346, 0.52986], [-1.77791, 1.63889, -0.20551], [-2.02558, 0.60994, 1.19452], [-1.28891, -1.11623, -1.09178]],
  "gap_ev": 10.6,
  "homo_energy_ev": -9.7
}

=====

Which structure is the least stable? The one labeled <A>.

=====

<A>
{
  "formula": "C5H6O",
  "method": "ωB97M-V/def2-TZVPD",
  "species": ["C", "C", "C", "C", "C", "O", "H", "H", "H", "H", "H", "H"],
  "positions_angstrom": [[1.88865, -1.88204, 1.35277], [1.44224, -0.69326, 1.00161], [0.24692, -0.51882, 0.20956], [-0.27184, 0.65834, -0.14790], [-1.47116, 0.78328, -1.00074], [-1.89144, 1.81725, -1.46074], [2.82586, -2.00433, 1.93801], [1.37927, -2.82293, 1.05605], [1.97444, 0.23237, 1.24932], [-0.22490, -1.43591, -0.09174], [0.21731, 1.56714, 0.16718], [-2.04929, -0.15941, -1.12475]],
  "gap_ev": 9.4,
  "homo_energy_ev": -9.5
}

=====

<B>
{
  "formula": "C5H6O",
  "method": "ωB97M-V/def2-TZVPD",
  "species": ["C", "C", "C", "C", "C", "O", "H", "H", "H", "H", "H", "H"],
  "positions_angstrom": [[1.46839, -0.55134, -0.37532], [0.74285, 0.27653, 0.69346], [-0.64729, 0.47249, 0.24619], [-1.68163, 1.28908, -0.04996], [-1.70322, -0.24385, -0.19771], [-2.35131, -1.21120, -0.52052], [0.92857, -1.48356, -0.58002], [1.54361, 0.00312, -1.31632], [2.47621, -0.80327, -0.03934], [1.25376, 1.21229, 0.91955], [0.66283, -0.31283, 1.61560], [-2.69277, 1.35255, -0.39560]],
  "gap_ev": 9.2,
  "homo_energy_ev": -8.4
}

=====

<C>
{
  "formula": "C5H6O",
  "method": "ωB97M-V/def2-TZVPD",
  "species": ["C", "C", "C", "C", "C", "O", "H", "H", "H", "H", "H", "H"],
  "positions_angstrom": [[0.91534, 0.86369, 0.20316], [2.11098, 0.34086, 0.00647], [0.70536, -0.73152, -0.09682], [-0.29608, 0.34560, -0.45779], [-1.60496, 0.46456, 0.30568], [3.08494, -0.30071, 0.25466], [0.46495, -1.49834, 0.72688], [0.85219, -1.34331, -0.92472], [-0.48034, 0.58812, -1.46255], [-2.35443, -0.05088, -0.41805], [-1.88541, 1.40460, 0.58623], [-1.51255, -0.08266, 1.27685]],
  "gap_ev": 9.8,
  "homo_energy_ev": -9.1
}

=====

Which structure is the least stable? The one labeled <C>.

=====

<A>
{
  "formula": "CH2N4",
  "method": "ωB97M-V/def2-TZVPD",
  "species": ["C", "N", "N", "N", "N", "H", "H"],
  "positions_angstrom": [[0.61496, -0.11203, 0.53573], [-0.51993, 0.87466, 0.15152], [-1.52211, 0.12131, -0.50151], [-0.74514, -0.45160, -1.30383], [0.40976, 0.23137, -0.81039], [1.42178, 0.42681, 1.00943], [0.34067, -1.09052, 0.91905]],
  "gap_ev": 10.8,
  "homo_energy_ev": -10.6
}

=====

<B>
{
  "formula": "CH2N4",
  "method": "ωB97M-V/def2-TZVPD",
  "species": ["C", "N", "N", "N", "N", "H", "H"],
  "positions_angstrom": [[-1.11714, 0.19345, -0.05330], [-0.32676, 0.12864, 1.19720], [0.88217, -0.19747, 0.70125], [0.81083, -0.18391, -0.60104], [-0.34485, 0.01297, -1.06360], [-2.18730, 0.56083, -0.06881], [1.74037, -0.04318, -1.24800]],
  "gap_ev": 11.7,
  "homo_energy_ev": -11.0
}

=====

<C>
{
  "formula": "CH2N4",
  "method": "ωB97M-V/def2-TZVPD",
  "species": ["C", "N", "N", "N", "N", "H", "H"],
  "positions_angstrom": [[-0.64847, -0.52684, -0.02993], [0.49771, -1.32458, 0.05771], [1.61252, -0.45102, -0.03988], [1.16300, 0.78488, -0.00724], [-0.17449, 0.72348, -0.00742], [-1.73965, -0.88164, -0.14171], [-0.71060, 1.67572, 0.16847]],
  "gap_ev": 11.3,
  "homo_energy_ev": -10.8
}

=====

Which structure is the least stable? The one labeled <A>.

=====

<A>
{
  "formula": "C4H10O2",
  "method": "ωB97M-V/def2-TZVPD",
  "species": ["C", "O", "C", "H", "H", "H", "H", "H", "H", "C", "C", "O", "H", "H", "H", "H"],
  "positions_angstrom": [[1.80350, 0.40486, -0.90439], [2.92605, 0.75070, -0.03738], [1.77181, -1.03076, -1.29604], [1.74606, 1.02687, -1.80942], [0.90899, 0.60385, -0.32021], [3.50037, -0.02963, -0.08197], [1.57532, -1.80365, -0.46649], [2.74784, -1.22151, -1.83853], [0.95641, -1.17870, -2.04505], [-2.75379, -1.15829, 1.06426], [-2.64836, 0.20514, 1.07905], [-1.68649, 0.82881, 0.36203], [-3.38763, -1.65875, 1.83531], [-1.85199, -1.69148, 0.58313], [-3.39134, 0.85574, 1.53550], [-1.83293, 1.79671, 0.34770]],
  "gap_ev": [7.7, 3.7],
  "multiplicity": 2,
  "total_charge": 1,
  "homo_energy_ev": [-13.0, -13.0]
}

=====

<B>
{
  "formula": "C4H10O2",
  "method": "ωB97M-V/def2-TZVPD",
  "species": ["C", "C", "C", "O", "H", "H", "H", "H", "H", "H", "C", "O", "H", "H", "H", "H"],
  "positions_angstrom": [[1.91516, -1.24751, -0.80999], [1.08863, 0.02696, -0.85024], [1.13956, 0.98101, -1.82581], [0.59534, 2.20564, -1.66647], [1.36615, -2.12256, -0.65390], [2.43506, -1.41909, -1.78402], [2.66448, -1.17462, 0.00822], [0.48823, 0.27559, 0.03709], [1.70398, 0.75609, -2.73781], [0.87268, 2.81106, -2.35504], [-1.75383, -0.35096, 2.14025], [-2.57363, -1.48161, 2.56400], [-2.30066, 0.60960, 2.11608], [-0.89046, -0.13858, 2.76287], [-1.37122, -0.58082, 1.12386], [-3.47905, -1.26588, 2.37715]],
  "gap_ev": [8.7, 4.7],
  "multiplicity": 2,
  "total_charge": 1,
  "homo_energy_ev": [-13.2, -13.2]
}

=====

Which structure is the least stable? The one labeled <A>.

=====

<A>
{
  "formula": "C22H23N5OS",
  "method": "ωB97M-V/def2-TZVPD",
  "species": ["O", "C", "N", "H", "C", "C", "N", "N", "C", "N", "C", "C", "C", "C", "H", "H", "C", "H", "H", "H", "H", "H", "H", "H", "H", "H", "C", "C", "C", "N", "C", "C", "C", "C", "C", "C", "H", "H", "H", "H", "H", "H", "H", "H", "C", "C", "C", "C", "S", "H", "H", "H"],
  "positions_angstrom": [[-0.74584, -1.23784, -1.52901], [-0.91117, -1.02866, -0.44784], [-0.13812, -0.12606, 0.31641], [-0.59474, -0.00455, 1.22926], [0.58715, 0.60823, -0.42128], [1.82297, 0.71032, 0.47348], [2.20706, 1.54709, 1.45780], [3.50799, 1.33582, 1.56541], [3.79612, 0.24021, 0.97003], [2.86480, -0.21745, 0.24016], [2.80056, -1.09885, -0.62006], [3.71574, -0.93592, -1.90600], [5.14690, -0.54634, -1.46522], [5.75788, -0.93386, -0.07528], [6.79434, -0.81612, -0.21896], [5.56792, -2.13714, -0.07936], [5.15381, -0.70314, 1.27150], [4.89642, -1.45204, 1.95493], [5.90953, 0.23038, 1.67998], [5.80654, -0.37230, -2.06095], [4.90518, 0.68973, -1.23737], [3.21389, -0.29575, -2.38492], [4.03352, -1.87200, -2.22942], [3.12975, -2.11861, 0.10816], [1.85006, -1.32783, -1.25164], [0.76917, 0.49280, -1.32225], [-0.11783, 1.98015, -0.23544], [-1.48276, 2.16881, -0.78235], [-1.98764, 1.90448, -1.94579], [-3.19915, 1.57716, -2.07044], [-3.71714, 1.54803, -0.93444], [-5.02566, 1.03476, -0.58118], [-5.16947, 0.98358, 0.92278], [-4.19984, 1.08182, 1.79513], [-2.95429, 1.51703, 1.40262], [-2.63358, 1.89171, 0.06673], [-2.11531, 1.80453, 1.94518], [-4.38657, 1.13686, 3.13955], [-6.18825, 0.68833, 1.28722], [-5.90063, 0.98841, -1.06759], [-3.66232, 1.39549, -2.83624], [-1.46589, 2.17753, -2.70536], [-0.22509, 2.49057, 0.82222], [0.39737, 2.71786, -0.81962], [-2.32983, -1.56208, 0.14716], [-2.40991, -1.78449, 1.52912], [-3.73310, -2.44476, 1.77840], [-4.27714, -2.83392, 0.60122], [-3.42375, -2.20059, -0.90356], [-5.49122, -3.09409, 0.47111], [-4.22841, -2.45469, 2.65461], [-1.92001, -1.34263, 2.30139]],
  "gap_ev": 8.3,
  "homo_energy_ev": -7.8
}

=====

<B>
{
  "formula": "C22H23N5OS",
  "method": "ωB97M-V/def2-TZVPD",
  "species": ["O", "C", "C", "C", "C", "C", "C", "C", "C", "C", "N", "C", "C", "N", "C", "C", "C", "C", "C", "C", "C", "C", "C", "S", "C", "N", "C", "N", "N", "H", "H", "H", "H", "H", "H", "H", "H", "H", "H", "H", "H", "H", "H", "H", "H", "H", "H", "H", "H", "H", "H", "H"],
  "positions_angstrom": [[-2.62047, -1.86268, -1.61275], [-1.39628, -1.91186, -2.16926], [-0.21509, -1.56642, -1.60406], [0.00630, -1.10932, -0.19511], [0.63865, -2.26577, 0.55019], [-0.13331, -3.09484, 1.35011], [0.44169, -4.18206, 1.98608], [1.79068, -4.44688, 1.82580], [2.56486, -3.62145, 1.02651], [1.99145, -2.53783, 0.38749], [0.86048, 0.06951, -0.16064], [1.10064, 0.51697, 1.20208], [2.12188, 1.66042, 1.18200], [1.74176, 2.78153, 0.35304], [0.96447, 3.84135, 0.97003], [-0.45082, 3.51342, 1.38980], [-1.51110, 3.68812, 0.50793], [-2.80085, 3.34554, 0.87463], [-3.05022, 2.82849, 2.13457], [-2.00525, 2.66883, 3.02875], [-0.71668, 3.01249, 2.65896], [1.32729, 2.32176, -0.95243], [0.30782, 1.17629, -0.92422], [1.13653, -1.80238, -2.71248], [0.05258, -2.35146, -3.91913], [0.07203, -2.78190, -5.16610], [-1.22694, -3.02487, -5.41587], [-2.05552, -2.77742, -4.41890], [-1.23083, -2.34491, -3.45838], [-3.26535, -2.16468, -2.26878], [-0.99548, -0.90048, 0.23209], [-1.18713, -2.88910, 1.47326], [-0.16620, -4.82300, 2.60762], [2.23795, -5.29557, 2.32181], [3.61750, -3.82537, 0.89780], [2.58466, -1.88579, -0.23540], [1.50623, -0.31366, 1.78301], [0.16091, 0.84662, 1.67777], [2.30827, 2.00938, 2.19880], [3.05881, 1.26410, 0.77342], [1.53077, 4.17183, 1.84685], [0.94263, 4.66823, 0.25263], [-1.32441, 4.09710, -0.47559], [-3.61335, 3.48359, 0.17587], [-4.05596, 2.55854, 2.42115], [-2.19435, 2.27740, 4.01795], [0.09361, 2.89146, 3.36476], [0.92611, 3.16206, -1.52109], [2.22526, 1.95338, -1.46220], [0.12143, 0.84873, -1.94918], [-0.64860, 1.51686, -0.49118], [-1.56913, -3.39426, -6.36003]],
  "gap_ev": 8.7,
  "homo_energy_ev": -8.1
}

=====

Which structure is the least stable? The one labeled <A>.